# 1
{"formula": "C24H28N6O2S", "method": "wB97M-V/def2-TZVPD", "species": ["C", "C", "C", "C", "C", "C", "C", "C", "O", "N", "H", "C", "C", "N", "N", "C", "N", "C", "H", "H", "H", "S", "C", "C", "O", "N", "C", "H", "H", "C", "N", "C", "C", "C", "C", "C", "C", "H", "H", "H", "H", "H", "C", "H", "C", "H", "H", "H", "H", "H", "H", "H", "H", "H", "H", "H", "H", "H", "H", "H", "H"], "coordinates": [[5.53415, 3.05347, -0.33045], [4.16457, 3.10912, 0.26912], [3.77154, 4.18870, 1.04943], [2.50380, 4.25427, 1.60004], [1.59792, 3.23139, 1.37850], [1.96549, 2.15410, 0.59398], [3.23837, 2.08956, 0.03470], [3.58498, 0.87668, -0.76213], [4.55141, 0.16672, -0.55360], [2.70136, 0.62473, -1.76146], [1.86108, 1.17983, -1.81567], [2.67195, -0.65124, -2.45252], [1.74549, -1.56583, -1.72827], [0.44461, -1.51154, -1.81661], [-0.07543, -2.38057, -0.93510], [0.92662, -2.94273, -0.30894], [2.11457, -2.46640, -0.76840], [3.42576, -2.81879, -0.30450], [3.33698, -3.21213, 0.70786], [4.06416, -1.93394, -0.29476], [3.86537, -3.58420, -0.94785], [0.76336, -4.05342, 1.01392], [-0.86205, -3.43192, 1.54445], [-0.74611, -1.91548, 1.69099], [0.30649, -1.41069, 2.03702], [-1.84796, -1.17518, 1.45668], [-3.10982, -1.61064, 0.90228], [-3.24427, -2.68396, 1.01114], [-3.91014, -1.10762, 1.45993], [-3.18729, -1.18742, -0.57857], [-3.06828, 0.25173, -0.67986], [-4.19728, 1.05330, -0.57304], [-5.37610, 0.69195, -1.23829], [-6.49683, 1.49465, -1.19745], [-6.48470, 2.69273, -0.50245], [-5.32363, 3.07414, 0.14402], [-4.19857, 2.27142, 0.11533], [-3.32135, 2.60776, 0.64540], [-5.28998, 4.00670, 0.68924], [-7.36295, 3.31899, -0.47108], [-7.38877, 1.18414, -1.72246], [-5.41170, -0.21823, -1.81681], [-1.80546, 0.67216, -0.11551], [-1.67054, 1.74595, -0.24161], [-1.69434, 0.26710, 1.36333], [-0.72054, 0.53205, 1.77655], [-2.48458, 0.74224, 1.95302], [-1.02042, 0.15559, -0.67871], [-4.12505, -1.53346, -1.00649], [-2.35067, -1.64065, -1.11942], [-1.58086, -3.74492, 0.79330], [-1.07452, -3.89769, 2.50662], [3.68819, -1.04961, -2.46184], [2.31457, -0.49768, -3.47223], [1.27226, 1.33852, 0.44136], [0.61182, 3.27000, 1.81665], [2.22505, 5.10172, 2.20878], [4.47490, 4.98828, 1.23273], [6.17351, 3.82322, 0.09380], [5.47944, 3.20272, -1.40914], [5.98086, 2.07790, -0.15477]], "forces_ev_per_angstrom": [[0.1, -0.1, 0.0], [-0.1, -0.1, 0.0], [0.0, -0.1, 0.0], [-0.1, 0.0, 0.0], [-0.1, 0.1, 0.0], [0.1, 0.0, 0.0], [-0.1, 0.2, 0.3], [-0.3, 0.2, -0.2], [0.3, -0.1, 0.1], [-0.1, 0.1, -0.3], [0.1, 0.0, 0.1], [0.1, 0.0, 0.1], [0.0, -0.2, -0.1], [0.4, 0.7, -0.8], [-0.1, -0.7, 0.5], [0.0, -0.1, -0.1], [-0.8, 0.2, -0.2], [0.6, -0.2, 0.1], [0.0, 0.1, 0.0], [-0.1, -0.1, 0.0], [0.0, 0.0, 0.1], [-0.1, -0.4, 0.2], [0.5, -0.1, -0.3], [-0.2, 0.0, 0.3], [0.2, 0.1, 0.1], [-0.1, 0.2, 0.2], [-0.2, -0.2, -0.4], [0.0, 0.0, 0.0], [0.0, -0.1, 0.0], [-0.2, -0.4, 0.2], [0.2, 0.0, -0.3], [-0.2, 0.2, 0.0], [0.0, -0.1, 0.0], [0.0, 0.0, 0.0], [-0.1, 0.1, 0.0], [-0.2, 0.1, 0.0], [0.2, -0.1, 0.1], [0.1, 0.0, 0.0], [0.0, 0.1, 0.0], [-0.1, 0.1, 0.0], [-0.1, 0.0, -0.1], [0.0, -0.1, -0.1], [0.1, 0.1, 0.3], [0.0, 0.0, 0.0], [0.3, 0.4, -0.1], [-0.1, 0.0, 0.0], [0.0, 0.0, 0.0], [0.0, 0.1, 0.1], [0.0, 0.0, 0.0], [-0.2, 0.0, 0.0], [-0.1, 0.1, 0.2], [0.0, 0.0, 0.0], [-0.1, 0.1, -0.1], [0.1, -0.1, 0.1], [-0.1, -0.1, 0.0], [-0.1, 0.0, 0.1], [0.0, 0.1, 0.1], [0.1, 0.1, 0.0], [0.0, 0.1, 0.0], [0.1, 0.0, -0.1], [0.1, 0.0, 0.0]], "lowdin_charge": [-0.032, -0.210, -0.039, -0.075, -0.076, -0.025, -0.101, -0.437, 0.058, 0.092, 0.140, -0.084, -0.284, 0.074, 0.022, -0.628, -0.030, -0.009, 0.078, 0.074, 0.103, 0.997, -0.348, -0.543, 0.020, -0.046, -0.107, 0.113, 0.134, -0.127, -0.093, -0.229, -0.031, -0.095, -0.112, -0.095, -0.036, 0.094, 0.101, 0.095, 0.101, 0.101, -0.142, 0.116, -0.104, 0.110, 0.126, 0.100, 0.108, 0.105, 0.063, 0.093, 0.125, 0.129, 0.102, 0.100, 0.104, 0.110, 0.078, 0.093, 0.076], "charge": 0}

---

# 2
{"formula": "C7H10N2O5", "method": "wB97M-V/def2-TZVPD", "species": ["N", "C", "C", "O", "C", "O", "O", "C", "O", "H", "H", "H", "C", "C", "O", "N", "C", "H", "H", "H", "H", "H", "H", "H"], "coordinates": [[-0.37486, -1.90037, -4.85789], [-0.70470, -1.63569, -3.54552], [-0.34074, -0.62267, -2.75491], [0.49854, 0.40897, -3.02428], [-1.22143, -0.63515, -1.56123], [-1.49066, 0.24119, -0.81023], [-1.96986, -1.81512, -1.61316], [-1.47239, -2.56173, -2.65963], [-1.49209, -3.74939, -2.69425], [-0.41396, -1.04034, -5.39605], [-1.05039, -2.53594, -5.27025], [1.30752, 0.31306, -2.50039], [0.13479, 1.36869, 1.64537], [1.07338, 0.46956, 2.41398], [1.58484, -0.51274, 1.90088], [1.33940, 0.79084, 3.70947], [0.82890, 1.90718, 4.47644], [0.02801, 0.96271, 0.64802], [-0.85062, 1.40459, 2.11075], [0.53487, 2.38221, 1.58413], [1.97236, 0.15031, 4.16211], [1.64377, 2.54514, 4.82373], [0.27249, 1.55780, 5.34808], [0.16283, 2.50685, 3.86483]], "forces_ev_per_angstrom": [[-0.7, 0.1, 0.0], [0.1, 0.0, -0.1], [0.2, 0.2, 0.5], [0.0, 0.0, -0.2], [-0.8, 0.2, -0.9], [0.3, -0.1, 0.4], [0.3, -0.3, 0.4], [0.6, 0.0, 0.3], [-0.6, 0.1, -0.4], [0.5, -0.1, 0.0], [0.3, -0.2, 0.1], [-0.2, 0.1, 0.0], [0.1, 0.0, 0.1], [0.0, 0.0, 0.0], [0.0, 0.0, 0.0], [0.0, 0.0, 0.0], [0.1, -0.1, 0.0], [0.0, 0.1, 0.0], [0.0, 0.0, 0.0], [-0.1, 0.0, 0.0], [0.0, 0.0, 0.0], [0.0, 0.0, 0.0], [0.0, 0.0, 0.0], [0.0, 0.0, 0.0]], "lowdin_charge": [0.155, -0.163, -0.192, 0.091, -0.355, 0.174, 0.143, -0.382, 0.189, 0.113, 0.108, 0.134, -0.009, -0.548, 0.027, 0.002, -0.083, 0.046, 0.090, 0.087, 0.137, 0.081, 0.082, 0.069], "charge": 0}

---

# 3
{"formula": "C30H69ClIO22P5", "method": "wB97M-V/def2-TZVPD", "species": ["C", "C", "I", "C", "C", "O", "C", "O", "O", "C", "Cl", "P", "O", "O", "O", "H", "H", "H", "H", "H", "H", "H", "H", "H", "O", "P", "O", "C", "C", "O", "C", "C", "O", "C", "C", "H", "H", "H", "H", "H", "H", "H", "H", "H", "H", "H", "H", "H", "H", "H", "O", "P", "O", "C", "C", "O", "C", "C", "O", "C", "C", "H", "H", "H", "H", "H", "H", "H", "H", "H", "H", "H", "H", "H", "H", "H", "O", "P", "O", "C", "C", "O", "C", "C", "O", "C", "C", "H", "H", "H", "H", "H", "H", "H", "H", "H", "H", "H", "H", "H", "H", "H", "O", "P", "O", "C", "C", "O", "C", "C", "O", "C", "C", "H", "H", "H", "H", "H", "H", "H", "H", "H", "H", "H", "H", "H", "H", "H"], "coordinates": [[0.22218, -0.57033, 3.30646], [-0.85931, 0.10809, 2.27375], [-2.81624, -0.82952, 2.60759], [-0.87324, 1.74791, 2.26398], [-0.80987, 2.45336, 3.74240], [-1.87074, 2.13819, 4.74384], [-1.04292, 1.53414, 5.83943], [-1.72094, 0.88037, 6.78636], [0.43035, 1.72407, 5.65806], [0.62373, 2.63266, 4.51702], [2.21381, 2.62361, 3.56559], [0.69522, 4.36155, 5.40626], [1.18276, 5.42490, 4.32112], [1.89234, 4.26132, 6.66746], [-0.88126, 4.78317, 6.05635], [-0.19336, -0.72143, 4.40980], [1.28360, -0.04526, 3.28815], [0.41928, -1.67389, 2.89554], [-0.52019, -0.22553, 1.17879], [-1.90750, 2.07255, 1.76978], [-0.03592, 2.22866, 1.56227], [-1.08111, 3.58778, 3.48760], [2.49726, 3.46501, 6.51279], [-0.72845, 4.78382, 7.06603], [2.52771, -0.59168, -0.81029], [3.98780, -0.81629, -1.27422], [4.56978, 0.57203, -0.58301], [4.62929, 0.65637, 0.82871], [5.71478, -0.23870, 1.39184], [3.77020, -0.20553, -2.80678], [2.48519, -0.19170, -3.40730], [1.78688, 1.13272, -3.14596], [5.61913, -1.06724, -1.79257], [6.19423, -2.32624, -1.48675], [5.28529, -3.49721, -1.81497], [3.65709, 0.41573, 1.26848], [4.85580, 1.69777, 1.07981], [5.43097, -1.29043, 1.29151], [5.87502, -0.03398, 2.45452], [6.65729, -0.09695, 0.85713], [1.88540, -1.04257, -3.06803], [2.62375, -0.31583, -4.48579], [1.78027, 1.39667, -2.08302], [0.75280, 1.10278, -3.50327], [2.30937, 1.94357, -3.66303], [6.47991, -2.34915, -0.43271], [7.11476, -2.41080, -2.07351], [4.39622, -3.49839, -1.17647], [5.81051, -4.44448, -1.66152], [4.94196, -3.44088, -2.85267], [-1.46781, 9.36756, 7.51742], [-2.66163, 10.00388, 6.76413], [-3.67702, 8.71600, 6.99702], [-4.15137, 8.45084, 8.30403], [-5.15454, 9.49481, 8.75164], [-2.14097, 9.58051, 5.24138], [-0.76698, 9.33890, 4.98479], [-0.44613, 7.86114, 5.13738], [-3.99545, 10.71483, 5.92248], [-4.37502, 12.01999, 6.32476], [-3.19887, 12.96861, 6.47261], [-3.31715, 8.38319, 9.00827], [-4.63982, 7.47127, 8.27676], [-4.65324, 10.44912, 8.93802], [-5.64765, 9.18779, 9.67870], [-5.91447, 9.66350, 7.98457], [-0.13379, 9.96165, 5.62516], [-0.56554, 9.64355, 3.95311], [-0.79440, 7.45662, 6.09375], [0.63175, 7.68839, 5.05859], [-0.94832, 7.28300, 4.35546], [-4.93869, 11.96318, 7.25866], [-5.05508, 12.40785, 5.55932], [-2.54622, 12.66342, 7.29665], [-3.54944, 13.98392, 6.67987], [-2.59231, 12.97703, 5.56162], [-1.17561, -5.05328, 0.70487], [-0.96769, -5.78356, -0.64458], [-0.24780, -7.11601, 0.02643], [-1.03439, -7.99077, 0.81362], [-2.00744, -8.77964, -0.03928], [0.43100, -4.98017, -1.05363], [0.71538, -3.69812, -0.51740], [1.55482, -3.82000, 0.74375], [-0.73539, -6.59948, -2.15230], [-1.87635, -6.73225, -2.98291], [-2.66803, -5.44468, -3.12596], [-1.56104, -7.43477, 1.59462], [-0.34690, -8.68399, 1.30927], [-2.79877, -8.12580, -0.41750], [-2.47961, -9.57527, 0.54459], [-1.50347, -9.22351, -0.90144], [-0.20653, -3.13457, -0.34044], [1.28215, -3.14343, -1.27161], [1.11749, -4.51468, 1.46882], [1.67467, -2.84451, 1.22535], [2.54758, -4.21110, 0.50022], [-2.51444, -7.53149, -2.59925], [-1.52138, -7.04698, -3.96970], [-3.12003, -5.15082, -2.17334], [-3.47335, -5.56932, -3.85578], [-2.01752, -4.62454, -3.44547], [-2.04035, -4.88984, -8.01082], [-0.58026, -5.11445, -8.47475], [0.00172, -3.72614, -7.78354], [0.06123, -3.64179, -6.37182], [1.14672, -4.53686, -5.80869], [-0.79786, -4.50369, -10.00731], [-2.08287, -4.48986, -10.60782], [-2.78118, -3.16544, -10.34649], [1.05107, -5.36540, -8.99310], [1.62617, -6.62440, -8.68728], [0.71723, -7.79537, -9.01549], [-0.91096, -3.88243, -5.93205], [0.28775, -2.60039, -6.12072], [0.86291, -5.58859, -5.90902], [1.30696, -4.33214, -4.74601], [2.08923, -4.39511, -6.34340], [-2.68265, -5.34073, -10.26856], [-1.94431, -4.61399, -11.68632], [-2.78779, -2.90150, -9.28355], [-3.81526, -3.19538, -10.70380], [-2.25868, -2.35459, -10.86356], [1.91185, -6.64731, -7.63324], [2.54670, -6.70896, -9.27404], [-0.17184, -7.79655, -8.37700], [1.24245, -8.74264, -8.86205], [0.37390, -7.73904, -10.05320]], "forces_ev_per_angstrom": [[0.1, -1.3, -0.4], [2.5, 0.3, -0.9], [0.9, 0.6, -0.2], [-1.1, -0.4, 0.1], [-0.4, 4.1, -2.4], [6.0, -2.1, 1.6], [-5.0, -2.9, 2.9], [5.8, 4.5, -6.1], [-3.1, -0.6, -0.2], [-2.3, 0.4, 1.3], [-2.0, -0.9, 1.2], [2.1, 4.9, -3.0], [-2.2, -4.1, 4.1], [-1.9, -1.6, -2.1], [4.3, -1.6, 1.3], [0.9, 0.6, -2.4], [-2.4, -0.8, 0.1], [-0.5, 2.4, 1.0], [-0.9, 0.7, 2.4], [2.2, -0.6, 1.2], [-1.6, -1.3, 1.8], [0.7, -2.3, 0.3], [-1.3, 1.4, 0.2], [-0.6, 0.0, -1.9], [1.6, -4.1, 1.0], [-0.7, 9.1, -3.5], [0.0, -0.4, 0.7], [0.2, 0.3, 0.2], [0.1, -0.1, 0.1], [0.3, -1.6, 0.3], [-0.5, 0.3, -0.1], [0.0, 0.3, 0.1], [-1.7, -3.0, 1.5], [0.6, -0.6, -0.2], [0.1, 0.1, -0.2], [0.0, 0.0, 0.0], [-0.1, -0.1, -0.2], [0.0, -0.1, 0.1], [0.0, -0.1, -0.1], [-0.1, 0.1, 0.1], [0.0, 0.2, 0.1], [0.2, 0.0, 0.1], [0.0, -0.3, -0.1], [0.1, 0.0, 0.0], [-0.1, -0.1, 0.0], [0.1, -0.1, 0.1], [-0.1, 0.2, 0.0], [-0.1, 0.0, 0.2], [-0.1, 0.1, 0.0], [0.1, 0.0, 0.1], [-1.1, 4.3, 1.4], [0.1, -8.5, -5.1], [-0.2, 0.3, 0.8], [-0.2, -0.3, 0.1], [-0.1, 0.1, 0.1], [-0.2, 1.7, 0.6], [0.5, -0.5, 0.0], [0.0, 0.0, 0.0], [1.6, 2.3, 2.4], [-0.4, 0.6, -0.2], [0.0, 0.0, -0.3], [0.0, 0.0, 0.0], [0.1, 0.1, -0.1], [0.0, 0.1, 0.1], [0.1, 0.1, -0.1], [0.1, -0.1, 0.1], [-0.1, -0.2, 0.0], [-0.2, 0.0, 0.0], [0.1, 0.3, -0.1], [-0.2, 0.0, -0.1], [0.2, 0.1, 0.1], [-0.1, 0.1, 0.1], [0.1, -0.2, 0.0], [0.0, 0.0, 0.2], [0.1, -0.1, 0.0], [-0.1, 0.0, 0.1], [-3.7, -0.3, -2.7], [9.2, -0.8, 3.1], [-0.8, -0.3, 0.1], [0.1, -0.3, 0.2], [-0.1, -0.1, 0.0], [-1.3, 0.2, -0.9], [0.2, 0.4, 0.4], [0.1, -0.1, 0.2], [-3.3, 1.5, 0.5], [-0.3, -0.2, -0.7], [0.2, 0.0, -0.2], [0.0, 0.0, 0.0], [0.0, 0.2, -0.1], [-0.1, 0.0, 0.0], [0.0, 0.1, -0.1], [0.0, 0.0, 0.1], [0.2, -0.1, 0.1], [-0.1, -0.1, -0.1], [-0.1, 0.2, -0.2], [0.0, -0.1, -0.1], [0.0, 0.1, 0.0], [-0.1, -0.1, -0.1], [0.1, 0.0, 0.2], [-0.1, 0.0, 0.1], [0.1, 0.1, 0.1], [-0.1, -0.1, -0.1], [1.7, -4.2, 1.0], [-0.7, 9.2, -3.5], [0.1, -0.5, 0.7], [0.2, 0.3, 0.2], [0.1, -0.1, 0.1], [0.4, -1.6, 0.3], [-0.5, 0.3, -0.1], [0.0, 0.3, 0.1], [-1.6, -3.0, 1.5], [0.6, -0.5, -0.2], [0.1, 0.1, -0.2], [0.0, 0.0, 0.0], [-0.1, -0.1, -0.2], [0.0, -0.1, 0.1], [0.0, -0.1, -0.1], [-0.1, 0.1, 0.0], [0.0, 0.2, 0.1], [0.2, 0.0, 0.1], [0.0, -0.3, -0.1], [0.1, 0.0, 0.0], [-0.1, -0.1, 0.0], [0.1, -0.1, 0.1], [-0.1, 0.2, 0.0], [-0.1, 0.0, 0.1], [-0.1, 0.1, 0.0], [0.1, 0.0, 0.1]], "lowdin_charge": [-0.185, -0.743, 0.751, -0.176, -0.256, -0.005, -0.240, 0.044, -0.077, -0.691, 0.676, 0.746, -0.382, -0.201, -0.178, 0.086, 0.066, 0.077, 0.093, 0.123, 0.136, 0.166, 0.094, 0.117, -0.243, 0.736, -0.230, -0.309, -0.080, -0.221, -0.304, -0.073, -0.193, -0.314, -0.078, 0.093, 0.119, 0.064, 0.080, 0.086, 0.095, 0.115, 0.069, 0.077, 0.079, 0.096, 0.125, 0.053, 0.088, 0.089, -0.238, 0.726, -0.236, -0.308, -0.087, -0.223, -0.299, -0.096, -0.199, -0.320, -0.089, 0.106, 0.120, 0.063, 0.079, 0.084, 0.103, 0.115, 0.060, 0.068, 0.078, 0.095, 0.124, 0.067, 0.083, 0.088, -0.236, 0.732, -0.236, -0.305, -0.086, -0.228, -0.302, -0.072, -0.202, -0.318, -0.081, 0.108, 0.120, 0.064, 0.080, 0.083, 0.107, 0.094, 0.076, 0.056, 0.066, 0.096, 0.121, 0.069, 0.088, 0.079, -0.241, 0.726, -0.232, -0.302, -0.078, -0.225, -0.307, -0.077, -0.197, -0.319, -0.088, 0.098, 0.119, 0.061, 0.076, 0.085, 0.103, 0.115, 0.071, 0.077, 0.077, 0.096, 0.125, 0.066, 0.085, 0.088], "charge": 0}

---

# 4
{"formula": "C7H13IN", "method": "wB97M-V/def2-TZVPD", "species": ["C", "C", "C", "C", "C", "C", "C", "N", "I", "H", "H", "H", "H", "H", "H", "H", "H", "H", "H", "H", "H", "H"], "coordinates": [[1.31960, 2.00182, -0.17640], [1.60512, 0.69277, -0.15902], [-0.14126, 2.25810, -0.20503], [-0.89712, 0.85591, -0.39427], [-1.17446, -2.11944, -0.52130], [0.13701, -0.21679, 1.52057], [0.18470, -1.49027, -0.65461], [0.25453, -0.16135, 0.05320], [3.39940, -0.28939, -0.12443], [1.90807, 2.89636, -0.06955], [-0.59001, 2.71493, 0.76237], [-0.28026, 2.93913, -1.04298], [-1.81619, 0.78975, 0.11972], [-1.00503, 0.69535, -1.51729], [-1.91705, -1.79832, -1.23164], [-1.11596, -3.14296, -0.68506], [-1.49820, -2.15589, 0.46094], [-0.69652, -0.70921, 1.90587], [0.99653, -0.90364, 1.85974], [0.00051, 0.82757, 1.83285], [0.43374, -1.51033, -1.76860], [0.89286, -2.17411, 0.03490]], "forces_ev_per_angstrom": [[-0.8, -1.6, 0.7], [-1.3, 0.4, 0.0], [-2.2, -0.5, 1.4], [4.0, 1.0, -3.1], [0.2, 0.7, -1.0], [2.2, -1.0, 0.5], [1.3, -2.1, 1.2], [-0.8, 2.4, -1.4], [0.0, -0.1, 0.0], [0.9, -0.4, -0.3], [1.1, -0.3, -1.6], [-0.7, 0.0, 0.1], [-0.7, -0.6, 0.8], [-0.1, 0.0, 1.5], [-0.3, 0.6, 0.0], [0.6, -2.0, -0.8], [-1.1, 0.7, 2.0], [-1.8, -1.0, -0.1], [-0.8, 1.9, 0.1], [1.0, -0.5, 0.5], [0.4, 0.7, 1.8], [-1.1, 1.5, -2.1]], "lowdin_charge": [-0.116, -0.704, -0.148, -0.026, -0.078, -0.023, -0.198, -0.275, 1.040, 0.129, 0.152, 0.120, 0.114, 0.154, 0.093, 0.073, 0.059, 0.078, 0.131, 0.116, 0.161, 0.148], "charge": 1}

---

Which energy belongs to each record? In order, -49214.26216, -20638.78534, -144332.67162, -17051.71660 eV.
Which gap between HOMO and LUMO belongs to each record? In order, 8.2, 9.2, 7.4, 10.2 eV.